(1)
Density functional theory data (wB97M-V/def2-TZVPD) for a molecular structure, C7H9N.

Properties
LUMO energy, hartree: 0.0110
Gap between HOMO and LUMO, eV: 9.3
E_HOMO, eV: -9.0

XYZ file:
```
17
Properties=species:S:1:pos:R:3:mulliken_charge:R:1
C 0.15 0.84 1.38 -1.1409
C 0.00 -0.44 0.60 1.0355
C 0.81 -0.41 -0.59 -0.6415
C 0.21 -1.07 -1.52 -0.8844
C -1.08 -1.80 -1.01 -0.1977
C -1.28 -1.33 0.23 -0.6806
C 0.04 2.36 -0.10 -0.1944
H -0.07 0.50 2.40 0.5085
H 1.18 1.04 1.28 0.6482
H 0.83 -1.26 0.84 0.1376
H 1.84 0.30 -0.71 0.4505
H 0.73 -1.09 -2.44 0.4165
H -1.65 -2.57 -1.64 0.3365
H -1.72 -1.83 1.23 0.2226
H -0.46 3.05 -0.61 0.4625
H 1.29 1.73 -0.38 -0.0073
N -0.83 1.97 1.04 -0.4715
```


(2)
Density functional theory data (wB97M-V/def2-TZVPD) for a single C7H9N molecule.

Properties
LUMO energy, hartree: 0.0399
Gap between HOMO and LUMO, eV: 9.0
E_HOMO, eV: -7.9

XYZ file:
```
17
Properties=species:S:1:pos:R:3:mulliken_charge:R:1
C -0.82 1.70 -2.58 -1.1609
C -0.50 1.04 -1.29 -0.1388
C 0.26 0.03 -0.91 -0.1205
C 0.18 -0.47 0.47 0.5272
C 0.22 -1.88 0.69 -0.7483
C 0.46 -1.92 2.09 -0.2869
N 0.71 -0.71 2.59 -0.0215
C 0.41 0.32 1.60 -0.7460
H -0.50 2.84 -2.38 0.2408
H -0.17 1.34 -3.39 0.2989
H -1.83 1.53 -3.00 0.2789
H -1.17 1.51 -0.58 0.2869
H 1.12 -0.42 -1.39 0.2984
H 0.12 -2.79 0.13 0.4061
H 0.33 -2.93 2.67 0.2872
H 0.84 -0.54 3.52 0.1362
H 0.34 1.34 1.76 0.4622
```


(3)
Density functional theory data (wB97M-V/def2-TZVPD) for a single C7H9N molecule.

Properties
LUMO energy, hartree: -0.0738
Gap between HOMO and LUMO, eV: 4.7
E_HOMO, eV: -6.8

XYZ file:
```
17
Properties=species:S:1:pos:R:3:mulliken_charge:R:1
C -1.43 0.29 0.67 -0.7068
C -2.20 -0.87 0.79 -0.0543
N -1.83 -2.10 0.65 -0.6487
C 0.69 0.89 -0.35 -0.4072
C 0.04 0.26 0.60 0.8955
C 0.77 -0.49 1.72 -1.1695
C 1.94 1.58 -2.43 -0.5662
C 1.22 0.76 -1.60 -0.2039
H -1.82 1.29 0.57 0.3770
H -3.27 -0.65 0.77 0.3594
H -2.57 -2.70 0.30 0.2297
H 1.69 0.03 2.02 0.4329
H 0.09 -0.46 2.57 0.3244
H 0.97 -1.51 1.34 0.2818
H 2.68 2.34 -2.14 0.2371
H 1.80 1.59 -3.50 0.2792
H 1.22 -0.26 -1.99 0.3395
```


(4)
Density functional theory data (wB97M-V/def2-TZVPD) for a molecular structure, C7H9N2.

Properties
LUMO energy, hartree: -0.1337
Charge: +1
Gap between HOMO and LUMO, eV: 9.8
E_HOMO, eV: -13.4

XYZ file:
```
18
Properties=species:S:1:pos:R:3:mulliken_charge:R:1
C 2.64 0.81 0.73 -0.3382
C 1.72 -0.02 1.31 0.0658
C 0.35 -0.10 -0.75 -0.0690
C 0.36 -0.24 1.72 -0.4323
C -1.72 -0.01 0.13 -0.5974
C -1.82 0.06 -1.42 -0.4711
C 2.20 -0.36 -0.01 -0.2954
N -0.36 -0.16 0.37 0.1476
N -0.40 0.14 -1.74 -0.1154
H 3.26 1.59 0.67 0.4986
H 0.09 -1.27 2.16 0.3129
H 0.15 0.63 2.51 0.2683
H -2.10 0.94 0.54 0.2860
H -2.22 -0.81 0.65 0.3558
H -2.05 -0.89 -1.82 0.3301
H -2.50 0.82 -1.81 0.3194
H 2.57 -1.15 -0.53 0.4723
H -0.16 0.01 -2.71 0.2620
```


(5)
Density functional theory data (wB97M-V/def2-TZVPD) for a molecular structure, C7H9N2O.

Properties
LUMO energy (spin up / spin down), hartree: -0.2493 / -0.1963
Charge: +1
Gap between HOMO and LUMO (spin up / spin down), eV: 7.5 / 8.2
E_HOMO (spin up / spin down), eV: -14.2 / -13.5

XYZ file:
```
19
Properties=species:S:1:pos:R:3:mulliken_charge:R:1
C 2.56 -0.62 0.33 -0.3441
C 1.99 0.62 0.69 -0.6866
C 1.76 -1.64 -0.32 -0.5319
C 0.69 0.82 0.46 -0.3972
C 0.47 -1.46 -0.51 -0.1683
C -0.09 -0.22 -0.18 0.8357
C -2.12 1.19 -0.41 -0.6254
N -2.47 -1.20 0.70 -0.2676
N -1.43 -0.04 -0.32 0.4475
O -2.16 -1.14 -0.66 -0.2134
H 3.65 -0.85 0.71 0.3139
H 2.55 1.37 1.17 0.4628
H 2.14 -2.53 -0.82 0.3814
H 0.16 1.76 0.67 0.1641
H -0.27 -2.24 -0.77 0.4319
H -2.55 1.45 -1.34 0.3350
H -3.00 1.07 0.21 0.3329
H -1.48 1.96 0.01 0.2759
H -2.01 -1.96 1.11 0.2535
```


(6)
Density functional theory data (wB97M-V/def2-TZVPD) for a gas-phase ion, C7H9N2O2 (charge -1).

Properties
LUMO energy (spin up / spin down), hartree: 0.1417 / 0.1417
Charge: -1
Gap between HOMO and LUMO (spin up / spin down), eV: 7.0 / 7.0
E_HOMO (spin up / spin down), eV: -3.2 / -3.2

XYZ file:
```
20
Properties=species:S:1:pos:R:3:mulliken_charge:R:1
C -2.48 1.00 -0.16 -0.7897
C -1.20 1.46 -0.32 0.7347
C 0.00 -0.59 -0.17 -0.6126
C -3.02 -0.32 -0.06 0.5317
C 2.06 0.63 -1.00 -1.2461
C 1.97 -0.38 1.32 -1.2996
C 1.44 -0.55 -0.09 1.0557
N -0.76 -1.56 0.09 -0.7919
N -2.12 -1.44 0.00 -0.0313
O -0.57 2.46 -0.60 -0.5502
O -4.21 -0.57 0.19 -0.7321
H -3.24 1.79 -0.35 0.2337
H 2.86 1.06 -0.47 0.3737
H 1.34 1.29 -1.41 0.3396
H 2.28 0.20 -2.01 0.2776
H 1.97 -1.23 2.01 0.3529
H 1.45 0.43 1.83 0.2714
H 3.04 -0.07 1.03 0.3183
H 1.78 -1.50 -0.44 0.2789
H -2.59 -2.11 0.62 0.2853
```


(7)
Density functional theory data (wB97M-V/def2-TZVPD) for a gas-phase ion, C7H9N2O2 (charge +1).

Properties
LUMO energy, hartree: -0.1938
Charge: +1
Gap between HOMO and LUMO, eV: 8.4
E_HOMO, eV: -13.6

XYZ file:
```
20
Properties=species:S:1:pos:R:3:mulliken_charge:R:1
H 2.20 1.25 -1.66 0.3078
N 1.58 1.22 -0.78 -0.6571
N 0.44 0.97 -1.07 0.8367
C -0.11 0.85 -2.37 -0.6433
C -0.67 1.04 -0.05 -0.9451
C -1.53 -0.25 0.05 -0.2848
C -1.38 -1.10 1.06 -0.3086
C -0.47 -1.32 2.22 -0.4724
C 0.78 -1.22 1.99 0.2236
O 2.09 -1.44 2.56 -0.3670
C 2.06 -1.07 1.30 0.5663
O 2.80 -0.77 0.44 -0.4492
H 0.73 0.96 -3.15 0.3392
H -0.71 -0.07 -2.35 0.3184
H -0.93 1.64 -2.41 0.3009
H -1.35 1.92 -0.44 0.3869
H -0.25 1.29 0.92 0.5351
H -2.26 -0.39 -0.66 0.5355
H -2.13 -1.82 1.15 0.4222
H -0.88 -1.68 3.25 0.3550
```


(8)
Density functional theory data (wB97M-V/def2-TZVPD) for a single C7H9N3O molecule.

Properties
LUMO energy, hartree: 0.0260
Gap between HOMO and LUMO, eV: 9.3
E_HOMO, eV: -8.6

XYZ file:
```
20
Properties=species:S:1:pos:R:3:mulliken_charge:R:1
N -2.01 0.35 -1.48 -0.3264
C -1.92 0.60 -0.12 0.2325
O -2.52 1.52 0.40 -0.5947
C -0.96 -0.29 0.72 0.3174
C 0.00 0.37 1.63 -0.8056
C 1.30 0.86 0.77 -0.6112
C 1.33 -0.10 -0.33 0.4312
C 2.18 -0.54 -1.30 -0.7819
N 1.62 -1.61 -1.93 -0.6780
C 0.41 -1.80 -1.42 -0.0899
N 0.23 -0.92 -0.43 -0.0838
H -1.46 -0.33 -2.06 0.2174
H -2.69 1.01 -1.91 0.2593
H -1.44 -1.23 1.14 0.2889
H 0.51 -0.39 2.34 0.3091
H -0.32 1.21 2.16 0.4480
H 2.24 0.80 1.45 0.2882
H 1.13 1.83 0.39 0.2909
H 3.09 -0.13 -1.53 0.4949
H -0.22 -2.65 -1.75 0.3938
```


(9)
Density functional theory data (wB97M-V/def2-TZVPD) for a single C7H9N3O2S2 molecule.

Properties
LUMO energy (spin up / spin down), hartree: -0.0098 / -0.0098
Gap between HOMO and LUMO (spin up / spin down), eV: 6.9 / 6.9
E_HOMO (spin up / spin down), eV: -7.2 / -7.2

XYZ file:
```
23
Properties=species:S:1:pos:R:3:mulliken_charge:R:1
C -2.68 1.55 -0.79 -0.5428
C -3.18 1.33 0.47 -0.4871
C -1.63 0.80 -1.26 -0.4859
C -2.45 0.55 1.36 -0.5853
C -0.89 -0.03 -0.45 0.2817
C -1.28 -0.21 0.98 0.7195
C 1.08 -1.20 -0.22 -0.0332
N 0.10 -0.81 -0.98 -0.0234
N 2.03 -2.07 -0.62 -0.5360
N 3.15 0.53 -0.35 -0.5313
O 1.39 1.01 1.47 -0.4636
O 2.93 -0.85 1.67 -0.6824
S -0.31 -1.18 2.07 -0.2720
S 2.09 -0.03 0.84 1.0969
H -3.25 1.99 -1.66 0.2505
H -4.03 1.92 0.83 0.3537
H -1.35 0.91 -2.32 0.3208
H -2.88 0.19 2.34 0.2735
H -0.11 -1.35 -1.75 0.2345
H 2.70 -2.21 0.21 0.2749
H 1.70 -3.00 -0.98 0.2933
H 3.86 0.98 0.27 0.3050
H 3.01 1.20 -1.12 0.2387
```


(10)
Density functional theory data (wB97M-V/def2-TZVPD) for a gas-phase ion, C7H9N4 (charge +1).

Properties
LUMO energy (spin up / spin down), hartree: -0.1991 / -0.2350
Charge: +1
Gap between HOMO and LUMO (spin up / spin down), eV: 7.3 / 6.2
E_HOMO (spin up / spin down), eV: -12.8 / -12.6

XYZ file:
```
20
Properties=species:S:1:pos:R:3:mulliken_charge:R:1
C 2.53 1.01 -0.01 -0.1398
C 2.73 -0.37 0.04 -0.4341
C 0.18 0.80 0.18 0.7857
C 0.51 -0.61 -0.05 0.0033
C -0.48 -2.84 0.20 -0.2736
C -1.86 -1.06 -0.31 -0.4113
C -1.51 2.48 0.07 -0.8332
N 1.37 1.57 0.16 -0.5252
N 1.67 -1.13 0.07 -0.4400
N -0.98 1.24 0.24 -0.2399
N -0.64 -1.50 0.00 0.1702
H 3.32 1.69 -0.10 0.4787
H 3.67 -0.80 0.05 0.5050
H -1.20 -3.60 0.28 0.2994
H 0.47 -3.06 0.41 0.3448
H -2.66 -1.71 -0.06 0.3069
H -2.06 -0.61 -1.18 0.4296
H -2.07 2.57 -0.91 0.3032
H -2.25 2.68 0.87 0.2866
H -0.74 3.23 0.05 0.3835
```


(11)
Density functional theory data (wB97M-V/def2-TZVPD) for a gas-phase ion, C7H9N4 (charge +1).

Properties
LUMO energy (spin up / spin down), hartree: -0.2157 / -0.2246
Charge: +1
Gap between HOMO and LUMO (spin up / spin down), eV: 6.7 / 7.3
E_HOMO (spin up / spin down), eV: -12.6 / -13.4

XYZ file:
```
20
Properties=species:S:1:pos:R:3:mulliken_charge:R:1
C 2.24 -1.25 -0.02 -0.1865
C 1.38 -2.29 0.41 -0.3628
C 0.68 0.44 0.34 0.6452
C -0.34 -0.74 0.22 0.3231
C -2.59 -1.44 0.05 -0.2176
C -2.12 0.79 -0.50 -0.1307
C 1.19 2.68 -0.04 -0.8387
N 1.92 0.01 0.04 -0.3889
N 0.06 -1.95 0.42 -0.4369
N 0.38 1.69 0.63 -0.4975
N -1.71 -0.47 -0.13 0.1169
H 3.27 -1.54 -0.21 0.3893
H 1.60 -3.22 0.77 0.5025
H -3.65 -1.40 -0.36 0.2446
H -2.27 -2.47 0.35 0.3215
H -3.17 0.88 -0.51 0.3218
H -1.23 1.47 -0.85 0.2183
H 1.48 2.52 -1.10 0.3070
H 0.67 3.66 0.04 0.3069
H 2.21 2.63 0.43 0.3625
```


(12)
Density functional theory data (wB97M-V/def2-TZVPD) for a molecular structure, C7H9N4O2P.

Properties
LUMO energy, hartree: -0.0379
Gap between HOMO and LUMO, eV: 8.6
E_HOMO, eV: -9.7

XYZ file:
```
23
Properties=species:S:1:pos:R:3:mulliken_charge:R:1
C 3.35 -0.01 -1.20 -0.7210
C -2.73 2.11 -0.07 -0.4125
C 2.12 -0.51 -0.93 -0.1317
C -1.92 1.57 0.89 -0.3462
C 2.81 0.81 0.73 -0.1014
C -1.14 1.22 -1.18 0.0458
C -1.47 -2.77 0.26 -0.6215
N 3.77 0.76 -0.14 -0.5592
N -2.20 1.99 -1.28 -0.5529
N 1.68 0.08 0.24 0.2025
N -0.88 0.91 0.20 0.2301
O 0.12 -0.12 2.41 -0.6235
O -0.26 -2.19 -0.04 -0.5301
P 0.19 -0.13 0.94 0.6793
H 3.94 -0.17 -1.97 0.5215
H -3.65 2.65 -0.04 0.4414
H 1.46 -1.26 -1.38 0.4781
H -2.01 1.43 1.90 0.4826
H 2.99 1.34 1.60 0.4550
H -0.42 0.83 -1.96 0.3174
H -1.65 -3.63 -0.29 0.3192
H -2.38 -2.00 0.00 0.1608
H -1.73 -2.92 1.33 0.2662
```


(13)
Density functional theory data (wB97M-V/def2-TZVPD) for a molecular structure, C7H9N4S.

Properties
LUMO energy, hartree: -0.1336
Charge: +1
Gap between HOMO and LUMO, eV: 8.5
E_HOMO, eV: -12.2

XYZ file:
```
21
Properties=species:S:1:pos:R:3:mulliken_charge:R:1
C 0.16 -2.59 0.41 -0.6096
C 1.31 -1.90 0.13 -0.3330
C -1.06 -2.00 0.20 -0.0476
C 1.25 -0.57 -0.36 0.7850
C 0.01 0.07 -0.21 0.0994
C -2.55 0.61 -0.25 0.5762
C 0.36 2.29 0.63 -0.9176
N -1.09 -0.67 -0.02 -0.2608
N -1.68 1.54 -0.18 -0.1394
N -0.27 1.41 -0.31 -0.0683
N 2.32 0.03 -0.88 -0.4920
S -3.99 0.08 -0.34 -0.2687
H 0.22 -3.66 0.86 0.3100
H 2.29 -2.43 0.38 0.2777
H -2.15 -2.35 0.26 0.2870
H 0.04 3.34 0.43 0.3441
H 0.20 2.15 1.70 0.3236
H 1.41 2.08 0.39 0.3731
H -2.03 2.48 -0.17 0.2627
H 3.14 -0.52 -0.97 0.2349
H 2.14 0.61 -1.68 0.2631
```


These records have relative energy (zero: lowest compared OMol25 entry of this formula, charge and spin) values of 825.8 244.7 676.2 485.1 712.5 309.7 610.7 83.4 328.3 585.3 564.9 0.0 133.1 kJ/mol, in the order they appear.
These records have DFT total energy values of -8886.5979 -8892.6206 -8888.1480 -10373.4952 -12418.8240 -14477.9392 -14467.6950 -13921.7202 -37637.7204 -13353.0120 -13353.2235 -26746.8599 -24191.7071 eV, in the order they appear.